No. 1
An isolated ion of composition C5H10NO2 and charge -1 in a non-equilibrium geometry, computed with ωB97M-V/def2-TZVPD.

Last column: Löwdin charge in e.
Atoms and positions in Å:
1 C 0.65 -2.28 0.29  -0.084
2 C -0.75 -1.79 0.76  -0.277
3 N -1.08 -0.40 0.52  -0.225
4 C -1.71 -0.24 -0.78  -0.134
5 C 0.04 0.50 0.83  -0.137
6 C 0.84 1.29 -0.28  -0.737
7 O 2.05 1.36 -0.02  -0.087
8 O 0.20 1.77 -1.24  -0.093
9 H 1.20 -2.60 1.17  0.058
10 H 0.52 -3.11 -0.38  0.051
11 H 1.18 -1.51 -0.27  0.069
12 H -0.83 -1.96 1.84  0.095
13 H -1.55 -2.40 0.32  0.097
14 H -1.60 0.79 -1.13  0.057
15 H -1.16 -0.74 -1.59  0.084
16 H -2.78 -0.48 -0.79  0.068
17 H -0.36 1.28 1.50  0.106
18 H 0.86 0.03 1.36  0.090

Gap between HOMO and LUMO: 7.55 eV
E: -10932.91393 eV
Structure (SMILES): CCN(C)CC(=O)[O-]
Energy relative to the best compared isomer or geometry (same formula, charge and spin): 31.1 kcal per mole
Total charge: -1
Multiplicity: 1

***

No. 2
An isolated ion of composition C5H10NO2 and charge -1 in a non-equilibrium geometry, computed with ωB97M-V/def2-TZVPD.

Last column: Löwdin charge in e.
Atoms and positions in Å:
1 O -0.39 1.65 1.13  -0.236
2 C 0.48 1.05 0.35  -0.560
3 C -0.11 0.57 -1.08  -0.349
4 C 0.13 -0.95 -1.38  -0.119
5 C 0.45 -1.79 -0.04  -0.218
6 C 0.06 -1.13 1.20  -0.265
7 O 1.03 -0.10 1.09  -0.166
8 N -1.51 0.80 -1.15  -0.010
9 H 1.42 1.59 0.26  0.105
10 H 0.44 1.29 -1.64  0.105
11 H 1.04 -1.08 -2.06  0.104
12 H -0.65 -1.34 -1.95  0.051
13 H 1.56 -2.15 0.02  0.120
14 H -0.03 -2.82 -0.25  0.094
15 H 0.14 -1.77 2.12  0.124
16 H -0.85 -0.65 1.16  0.075
17 H -1.70 1.89 -1.27  0.119
18 H -2.04 0.64 -0.34  0.028

Gap between HOMO and LUMO: 7.12 eV
E: -10930.54709 eV
Structure (SMILES): N[C@@H]1CCCO[C@@H]1[O-]
Energy relative to the best compared isomer or geometry (same formula, charge and spin): 85.7 kcal per mole
Total charge: -1
Multiplicity: 1

***

The lowest E belongs to which entry? number 1